The following is a DFT calculation (wB97M-V/def2-TZVPD) of a cluster of 17 separate species, C74H148O38PS12 in total in a non-equilibrium geometry.

DFT total energy = -296235.045 eV
HOMO-LUMO gap = 8.1771 eV
HOMO level = -10.025 eV
net charge = +1
spin multiplicity = 1

XYZ file:
```
273
C74H148O38PS12 (wB97M-V/def2-TZVPD)
C -0.716 3.677 -3.320
C 0.721 3.217 -3.024
C 0.934 2.809 -1.529
C 0.143 1.517 -1.138
P 0.271 0.829 0.547
C 2.048 0.559 0.766
C 2.572 -0.863 0.438
C 2.557 -1.124 -1.149
C 3.394 -2.302 -1.517
C -0.282 2.258 1.661
C -0.542 2.024 3.177
C -0.461 3.358 3.951
C 0.674 4.281 3.621
C -0.797 -0.674 0.797
C -2.284 -0.240 0.903
C -3.217 -1.409 1.455
C -4.665 -1.465 0.960
H -0.901 4.257 -4.224
H -1.130 4.306 -2.532
H -1.353 2.837 -3.596
H 1.258 4.142 -3.238
H 1.030 2.555 -3.833
H 0.524 3.557 -0.850
H 1.991 2.642 -1.321
H 0.632 0.730 -1.713
H -0.868 1.745 -1.475
H 2.167 0.545 1.849
H 2.616 1.405 0.377
H 1.984 -1.599 0.986
H 3.543 -1.068 0.890
H 2.964 -0.245 -1.649
H 1.555 -1.325 -1.527
H 4.431 -2.206 -1.197
H 3.499 -2.391 -2.598
H 2.917 -3.153 -1.031
H -1.184 2.642 1.184
H 0.458 3.050 1.542
H 0.232 1.325 3.493
H -1.529 1.641 3.438
H -0.294 3.094 4.996
H -1.450 3.807 4.035
H 1.624 3.747 3.606
H 0.703 5.111 4.327
H 0.608 4.758 2.643
H -0.337 -0.990 1.734
H -0.702 -1.274 -0.108
H -2.784 -0.012 -0.038
H -2.466 0.599 1.575
H -3.282 -1.191 2.521
H -2.675 -2.325 1.224
H -5.114 -2.357 1.397
H -4.823 -1.425 -0.118
H -5.252 -0.632 1.345
C 6.450 -4.361 -2.632
C 6.419 -5.041 -3.989
O 7.734 -4.829 -4.569
S 8.653 -3.806 -3.596
O 9.114 -2.585 -4.260
O 9.549 -4.629 -2.797
O 7.353 -3.335 -2.739
H 6.582 -5.071 -1.815
H 5.500 -3.894 -2.370
H 5.785 -4.386 -4.588
H 6.078 -6.076 -3.999
C 3.350 0.476 5.486
C 4.414 -0.352 4.805
O 3.689 -1.194 3.948
S 2.180 -1.508 4.584
O 2.068 -2.802 5.252
O 1.190 -1.209 3.563
O 2.227 -0.397 5.770
H 3.031 1.270 4.810
H 3.686 0.979 6.393
H 4.885 -0.855 5.650
H 5.021 0.144 4.047
O -7.432 -1.227 3.938
S -7.007 -2.488 4.594
O -8.009 -3.455 5.105
O -5.970 -3.312 3.601
C -5.642 -4.665 3.800
C -4.234 -5.067 3.398
C -5.752 -1.954 5.868
H -6.366 -5.185 3.173
H -5.838 -4.938 4.837
H -3.970 -6.125 3.424
H -3.482 -4.547 3.992
H -4.026 -4.787 2.366
H -4.901 -1.620 5.276
H -5.723 -2.874 6.451
H -6.283 -1.244 6.503
O 3.889 -4.191 2.173
S 4.953 -4.933 2.924
O 4.720 -6.422 3.033
O 6.411 -4.566 2.137
C 6.987 -3.299 2.202
C 6.209 -2.304 1.362
C 5.387 -4.220 4.605
H 7.931 -3.369 1.662
H 7.137 -2.817 3.168
H 5.996 -2.764 0.397
H 6.888 -1.472 1.177
H 5.346 -1.934 1.915
H 4.611 -4.391 5.352
H 5.450 -3.169 4.326
H 6.280 -4.641 5.068
O 0.153 3.429 -6.058
S -0.153 2.141 -6.740
O -1.515 1.622 -6.802
O 0.580 2.195 -8.253
C 1.962 2.443 -8.266
C 2.403 1.703 -9.609
C 0.908 0.787 -6.030
H 2.529 2.070 -7.413
H 2.112 3.522 -8.296
H 1.788 1.723 -10.508
H 2.502 0.637 -9.408
H 3.412 2.005 -9.891
H 1.850 1.211 -5.683
H 1.063 0.177 -6.920
H 0.313 0.334 -5.236
O -4.493 0.788 5.335
S -3.751 1.515 6.390
O -2.315 1.903 6.242
O -4.645 2.836 6.875
C -4.171 3.575 7.994
C -5.208 4.689 8.359
C -3.911 0.499 8.015
H -3.277 4.104 7.665
H -4.099 2.916 8.860
H -6.203 4.274 8.521
H -5.229 5.461 7.590
H -4.800 5.055 9.301
H -3.569 -0.533 7.934
H -4.904 0.605 8.450
H -3.392 1.079 8.779
O 1.836 3.162 6.572
S 2.000 4.281 7.466
O 2.908 4.213 8.614
O 2.360 5.582 6.486
C 3.671 5.860 6.073
C 4.148 4.977 4.927
C 0.289 4.915 7.982
H 4.314 5.711 6.940
H 3.623 6.933 5.883
H 4.252 3.974 5.342
H 5.119 5.399 4.669
H 3.391 5.093 4.152
H -0.334 4.441 7.222
H 0.334 6.000 8.073
H 0.103 4.567 8.998
O 0.446 -2.290 -6.024
S 0.853 -3.695 -6.058
O -0.186 -4.698 -6.226
O 2.186 -3.970 -7.040
C 2.497 -5.251 -7.508
C 3.988 -5.443 -7.177
C 1.690 -4.011 -4.378
H 2.292 -5.508 -8.547
H 1.907 -6.009 -6.993
H 4.374 -6.373 -7.594
H 4.119 -5.484 -6.096
H 4.669 -4.694 -7.583
H 2.531 -3.325 -4.284
H 2.032 -5.041 -4.480
H 0.969 -3.857 -3.575
O -2.936 0.553 -3.345
S -2.389 -0.774 -3.390
O -0.995 -0.886 -3.053
O -3.320 -1.700 -2.430
C -2.945 -3.105 -2.124
C -4.152 -3.981 -2.566
C -2.716 -1.486 -5.104
H -2.629 -3.191 -1.084
H -2.075 -3.457 -2.677
H -5.125 -3.541 -2.348
H -3.896 -5.012 -2.321
H -4.063 -3.902 -3.649
H -1.960 -1.004 -5.724
H -3.734 -1.156 -5.310
H -2.401 -2.528 -5.158
O 0.489 -3.550 -0.538
S 0.239 -5.001 -0.468
O -1.110 -5.533 -0.391
O 1.063 -5.750 -1.672
C 0.699 -7.020 -2.117
C -0.444 -6.875 -3.161
C 1.280 -5.720 0.960
H 0.380 -7.598 -1.249
H 1.471 -7.553 -2.671
H -0.847 -7.828 -3.503
H -0.024 -6.306 -3.990
H -1.267 -6.268 -2.784
H 2.293 -5.411 0.702
H 1.201 -6.747 1.317
H 1.020 -5.156 1.856
O -7.359 -1.988 -1.334
S -7.928 -3.252 -0.864
O -9.042 -3.852 -1.544
O -6.750 -4.416 -0.695
C -7.147 -5.776 -0.502
C -5.977 -6.707 -0.170
C -8.391 -3.073 0.821
H -7.631 -6.284 -1.336
H -7.906 -5.828 0.279
H -6.193 -7.747 -0.419
H -5.623 -6.552 0.849
H -5.038 -6.487 -0.677
H -7.653 -2.601 1.469
H -8.657 -4.078 1.151
H -9.161 -2.304 0.761
O 6.045 3.779 -0.459
S 5.382 2.895 0.489
O 4.141 3.333 1.160
O 5.014 1.417 -0.203
C 5.864 0.920 -1.245
C 5.391 1.589 -2.526
C 6.627 2.330 1.800
H 5.711 -0.155 -1.344
H 6.915 0.883 -0.959
H 6.040 1.198 -3.309
H 5.039 2.613 -2.650
H 4.419 1.240 -2.873
H 7.118 3.212 2.214
H 7.425 1.670 1.459
H 6.124 1.756 2.578
C 1.200 7.999 -2.112
C 2.275 7.748 -2.905
C 3.018 6.608 -2.705
C 2.656 5.662 -1.749
C 1.654 6.061 -0.840
C 0.960 7.216 -0.946
H 0.497 8.777 -2.371
H 2.504 8.439 -3.702
H 3.908 6.362 -3.267
H 3.226 4.763 -1.565
H 1.373 5.433 -0.008
H 0.183 7.439 -0.229
C -3.577 3.740 2.385
C -3.194 4.625 1.433
C -3.279 4.226 0.115
C -3.882 3.042 -0.229
C -4.439 2.174 0.724
C -4.218 2.594 2.071
H -3.558 4.005 3.432
H -2.593 5.457 1.770
H -2.810 4.935 -0.551
H -3.866 2.765 -1.273
H -4.917 1.257 0.414
H -4.498 1.884 2.834
C -8.927 2.648 2.071
C -8.013 1.656 1.770
C -8.201 0.854 0.648
C -9.165 1.189 -0.224
C -10.084 2.171 0.064
C -9.946 2.895 1.139
H -8.847 3.208 2.992
H -7.238 1.354 2.459
H -7.503 0.048 0.476
H -9.172 0.644 -1.156
H -10.797 2.359 -0.725
H -10.619 3.697 1.404
C 2.666 5.436 -5.711
C 3.206 6.395 -6.533
C 4.412 6.196 -7.121
C 5.108 5.004 -6.862
C 4.542 3.989 -6.029
C 3.315 4.215 -5.468
H 1.733 5.710 -5.239
H 2.512 7.138 -6.899
H 4.808 6.867 -7.868
H 6.024 4.870 -7.417
H 5.036 3.029 -6.060
H 2.842 3.433 -4.892
```

Atom charges from the Mulliken analysis, given in e for atoms 1 to 5: -1.582 1.922 0.720 -0.858 1.024